# 1
Here is one molecule with the formula C4H5N3O from the Open Molecules 2025 dataset. Energies are from the ωB97M-V functional and the def2-TZVPD basis.

Values from the calculation:
* ⟨S²⟩: 2.04
* multiplicity: 3
* calculated total energy: -394.70485 Ha
* strongest force on any atom: 0.0661 Eh/bohr
* ΔE to the lowest compared entry with this formula, charge and spin: 45.03 kcal/mol
* HOMO-LUMO gap (alpha / beta): 7.37 / 6.26 eV
* HOMO (alpha / beta): -6.834 / -9.106 eV

Element x y z (Å)
C (-1.551, -0.007, 0.045)
C (2.440, -0.451, 0.051)
C (0.254, 1.417, -0.250)
H (0.401, 1.449, -1.319)
H (2.808, -1.412, 0.375)
N (0.302, -1.413, -0.080)
N (-0.935, 1.135, 0.249)
O (2.959, 0.658, 0.008)
H (-2.582, -0.123, 0.501)
H (1.012, 2.118, 0.391)
N (1.141, -0.464, -0.243)
H (-1.557, -2.081, -0.121)
C (-0.939, -1.242, -0.310)

Cartesian forces (eV/Å) of the 6 atoms listed first:
C -2.6 -0.2 0.8
C -0.7 2.3 0.4
C 0.3 2.5 1.6
H 0.1 0.0 -0.3
H 0.9 -0.4 0.1
N 2.2 -0.4 -1.7



# 2
Here is one molecule with the formula C4H5N3O2 from the Open Molecules 2025 dataset. Energies are from the ωB97M-V functional and the def2-TZVPD basis.

Values from the calculation:
* calculated total energy: -469.92161 Ha
* strongest force on any atom: 0.1239 Eh/bohr
* ΔE to the lowest compared entry with this formula, charge and spin: 199.61 kcal/mol
* HOMO-LUMO gap: 8.83 eV
* HOMO: -9.087 eV

Element x y z (Å)
C (-0.018, 0.822, -1.318)
H (1.600, 0.202, -2.773)
H (1.663, 0.688, 0.116)
H (-1.847, 0.898, 2.429)
C (-1.398, 0.438, 1.593)
C (1.063, -0.124, -1.919)
N (-1.497, 1.009, 0.453)
H (-0.451, 1.557, -1.817)
H (1.247, -1.131, -1.599)
C (-0.868, -0.811, 1.830)
O (0.339, -2.776, 2.262)
N (1.361, 0.875, -0.881)
O (-0.851, 0.180, -0.457)
N (-0.345, -1.829, 2.083)

Cartesian forces (eV/Å) of the 6 atoms listed first:
C 4.3 -4.3 1.8
H -0.1 -0.2 -1.2
H -1.1 -0.3 -1.8
H -0.6 0.8 0.7
C -1.3 1.1 -0.6
C 0.0 1.6 2.1



# 3
Here is a 2-piece molecular cluster, C4H5N3O4 overall from the Open Molecules 2025 dataset. Energies are from the ωB97M-V functional and the def2-TZVPD basis.

Values from the calculation:
* calculated total energy: -620.54283 Ha
* strongest force on any atom: 0.0766 Eh/bohr
* ΔE to the lowest compared entry with this formula, charge and spin: 98.35 kcal/mol
* HOMO-LUMO gap (alpha / beta): 9.36 / 9.36 eV
* HOMO (alpha / beta): -8.896 / -8.897 eV

Element x y z (Å)
H (0.920, 0.698, 1.441)
N (0.537, -1.041, -0.960)
C (-1.160, -1.673, 1.097)
H (2.244, 1.178, 0.205)
H (-1.255, 0.858, -1.469)
N (-0.241, -2.188, 1.627)
H (-1.242, 1.101, 0.055)
C (0.482, 0.218, -0.530)
H (0.427, -2.859, 1.391)
O (3.100, -1.140, 1.312)
C (2.209, -0.859, 0.622)
O (-1.982, -0.946, 0.763)
N (-0.632, 1.064, -0.733)
O (1.669, -1.681, -0.349)
O (-0.021, -1.682, -1.790)
C (1.488, 0.445, 0.561)

Cartesian forces (eV/Å) of the 6 atoms listed first:
H 0.5 0.3 0.7
N 1.3 3.4 1.5
C 0.4 0.4 0.3
H -0.6 0.0 0.8
H -0.1 -0.7 -1.4
N 0.6 -0.6 1.5